(1)
{"formula": "C2H2FIO", "method": "the ωB97M-V functional and the def2-TZVPD basis", "elements": ["C", "C", "O", "F", "I", "H", "H"], "coordinates": [[-0.3793, -1.2076, 0.3620], [0.6967, 0.8416, -0.2138], [0.1120, -2.1300, -0.1793], [0.5190, 1.9414, 0.5307], [-1.6251, 0.2313, -0.6445], [-0.2069, -0.8869, 1.3925], [0.8836, 1.2102, -1.2476]], "forces_ev_per_angstrom": [[1.584, -0.607, 0.246], [0.041, 0.238, 0.107], [-0.671, -0.007, 0.018], [0.368, 0.224, 0.078], [-0.978, 0.102, -0.579], [-0.336, 0.059, 0.024], [-0.009, -0.010, 0.106]], "mulliken_charge": [-0.0084, -0.2947, -0.3832, -0.1483, 0.1330, 0.4608, 0.2408], "largest_force_ha_per_bohr": 0.0333, "homo_lumo_gap_ev": 8.684, "total_energy_ev": -14967.6692, "lumo_ev": -0.33}

(2)
{"formula": "C3H3MgO9", "method": "the ωB97M-V functional and the def2-TZVPD basis", "elements": ["Mg", "O", "C", "O", "O", "H", "O", "C", "O", "O", "H", "O", "C", "O", "O", "H"], "coordinates": [[-0.1045, 0.1338, 0.0518], [-1.6520, -1.4915, -3.0078], [-1.1420, -0.7892, -1.9652], [-1.6953, 0.1012, -1.2858], [0.0222, -1.0683, -1.5569], [-0.8773, -1.9748, -3.3223], [-0.8086, -1.9052, 3.2433], [-0.5146, -1.1680, 2.1572], [-1.1874, -0.1726, 1.7698], [0.4802, -1.4135, 1.4305], [-1.3241, -1.3184, 3.8163], [2.2191, 3.1465, -0.3355], [1.4168, 2.0727, -0.2976], [1.8667, 0.8956, -0.2232], [0.1846, 2.1500, -0.0428], [3.1160, 2.8017, -0.4317]], "forces_ev_per_angstrom": [[0.415, -0.058, 0.277], [-0.234, 0.814, 0.205], [1.682, 0.645, 2.338], [-2.684, 0.071, -1.452], [0.961, -1.742, -1.657], [-0.066, -0.160, 0.041], [0.007, 0.387, 0.371], [1.578, 1.406, -2.915], [-1.952, 0.327, 1.800], [0.451, -1.765, 1.055], [-0.208, -0.236, -0.219], [-0.037, 0.302, -0.631], [-1.621, -2.754, 2.694], [2.139, 0.333, -1.072], [-0.348, 2.531, -0.839], [-0.081, -0.101, 0.003]], "mulliken_charge": [0.9227, -0.4876, 1.0392, -0.7306, -0.7752, 0.3262, -0.4641, 0.9882, -0.7522, -0.7250, 0.3208, -0.4680, 1.0115, -0.7568, -0.7668, 0.3177], "total_charge": -1, "largest_force_ha_per_bohr": 0.0813, "homo_lumo_gap_ev": 9.311, "total_energy_ev": -27040.4823, "lumo_ev": 3.30}

(3)
{"formula": "C8H12O3", "method": "the ωB97M-V functional and the def2-TZVPD basis", "elements": ["C", "C", "O", "C", "C", "O", "C", "C", "O", "C", "C", "H", "H", "H", "H", "H", "H", "H", "H", "H", "H", "H", "H"], "coordinates": [[-2.5583, 0.1435, 0.8156], [-1.5619, -0.7714, 0.0613], [-1.8814, -1.6143, -0.7749], [-0.1180, -0.3909, 0.2003], [0.9198, -1.5251, 0.3312], [0.9718, -2.2672, -0.8920], [2.3362, -0.9336, 0.4783], [2.6711, 0.2960, 0.1864], [1.6190, 1.2211, -0.1506], [0.4745, 0.7671, -0.6784], [-0.5035, 1.9874, -0.7182], [-2.2616, 1.2383, 0.5178], [-2.4848, 0.0347, 1.9201], [-3.5118, -0.1232, 0.4175], [0.0106, 0.2432, 1.2402], [0.6072, -2.1512, 1.1510], [0.0233, -2.4730, -1.1771], [3.2354, -1.5729, 0.7581], [3.5873, 0.7915, 0.3372], [0.8050, 0.3202, -1.6115], [-1.0308, 2.3654, 0.2460], [-0.0780, 2.8231, -1.2928], [-1.2712, 1.5914, -1.3657]], "forces_ev_per_angstrom": [[1.554, 0.694, -0.625], [0.124, 0.586, -1.277], [-0.116, 0.628, 1.288], [1.876, 2.447, 3.891], [0.341, 0.954, -1.720], [-1.710, -0.628, -0.382], [1.191, -2.274, 0.640], [-3.898, 1.518, -0.240], [4.494, 0.790, 2.090], [-2.256, -0.573, 0.021], [-0.207, -0.374, -0.567], [-0.960, -2.383, 0.822], [-0.065, 0.030, -0.794], [-0.910, 0.084, 0.108], [-0.650, -1.775, -1.829], [0.294, -0.382, 0.505], [1.641, 0.427, 0.681], [-1.629, 0.439, -0.298], [0.909, 0.368, -0.108], [-1.048, 0.134, -0.995], [1.723, -0.742, -1.506], [0.126, -0.203, 0.520], [-0.827, 0.235, -0.225]], "mulliken_charge": [-1.0615, 0.4693, -0.6137, -0.1589, 0.2953, -0.5625, -0.6878, -0.3247, -0.4517, 0.5963, -1.7656, 0.1244, 0.3290, 0.3907, 0.2250, 0.3947, 0.4110, 0.2276, 0.4618, 0.4622, 0.2520, 0.4267, 0.5604], "smiles": "CC(=O)[C@H]1[C@@H](O)C=CO[C@@H]1C", "largest_force_ha_per_bohr": 0.0976, "homo_lumo_gap_ev": 10.055, "total_energy_ev": -14630.6498, "lumo_ev": 0.81}

(4)
{"formula": "Cl2HNS", "method": "the ωB97M-V functional and the def2-TZVPD basis", "elements": ["S", "N", "Cl", "Cl", "H"], "coordinates": [[0.4271, 0.5168, -1.1263], [-0.2156, -0.1474, 0.2976], [-1.8203, 0.4130, 0.6895], [0.8163, 0.0504, 1.7263], [0.7925, -0.8329, -1.5871]], "forces_ev_per_angstrom": [[0.665, -2.303, -0.803], [-0.200, -0.215, 0.977], [0.364, 0.049, -0.153], [-0.320, 0.101, -0.470], [-0.509, 2.367, 0.449]], "mulliken_charge": [-0.0404, -0.1299, -0.0053, -0.0124, 0.1879], "smiles": "SN(Cl)Cl", "largest_force_ha_per_bohr": 0.0492, "homo_lumo_gap_ev": 9.149, "total_energy_ev": -37383.4057, "lumo_ev": -0.54}

(5)
{"formula": "C4H6N2S2", "method": "the ωB97M-V functional and the def2-TZVPD basis", "elements": ["S", "C", "S", "C", "C", "C", "N", "N", "H", "H", "H", "H", "H", "H"], "coordinates": [[2.1665, 1.7232, -0.6160], [1.6844, 0.2390, -0.1432], [2.8453, -1.0575, -0.1076], [0.2479, -0.1405, 0.2437], [-0.7361, 1.0013, 0.4729], [-1.9708, 0.4067, -0.1396], [-1.7526, -0.6423, -0.8572], [-0.3810, -0.8680, -0.8734], [2.0559, -2.0126, 0.4034], [0.3168, -0.7472, 1.1418], [-0.4132, 1.9007, -0.0854], [-0.8636, 1.2706, 1.5308], [-2.9928, 0.7957, -0.0520], [-0.2066, -1.8691, -0.9179]], "forces_ev_per_angstrom": [[-0.146, -0.548, 0.171], [-0.154, 0.527, -0.127], [0.028, 0.118, -0.047], [0.408, 0.177, -0.270], [0.047, 0.428, -0.050], [-0.566, -0.848, -0.580], [-0.184, 1.226, 0.754], [0.169, -0.532, -0.076], [-0.088, -0.045, 0.034], [-0.062, -0.329, 0.297], [-0.151, -0.286, 0.247], [0.117, -0.074, -0.358], [0.546, -0.153, -0.046], [0.037, 0.338, 0.050]], "mulliken_charge": [-0.2804, 0.2861, -0.1597, -0.1610, -0.4944, -0.1565, -0.6391, -0.0699, 0.1281, 0.2330, 0.2752, 0.3277, 0.4001, 0.3107], "smiles": "S=C(S)[C@H]1CC=NN1", "largest_force_ha_per_bohr": 0.0282, "homo_lumo_gap_ev": 8.569, "total_energy_ev": -28894.3798, "lumo_ev": -0.39}

(6)
{"formula": "C5H14NS", "method": "the ωB97M-V functional and the def2-TZVPD basis", "elements": ["C", "C", "S", "H", "H", "H", "H", "H", "H", "C", "C", "C", "N", "H", "H", "H", "H", "H", "H", "H", "H"], "coordinates": [[-1.4034, 1.9042, 1.2969], [-1.8371, 0.6127, 1.9787], [-3.2634, -0.0501, 1.0657], [-2.1444, 2.6821, 1.4432], [-1.2789, 1.7702, 0.2241], [-0.4660, 2.2949, 1.7010], [-1.0515, -0.1525, 1.9700], [-2.0926, 0.7772, 3.0211], [-3.6205, -0.9763, 1.9647], [1.6936, -1.8376, -2.8014], [1.9019, -0.9406, -1.6155], [0.9121, -0.5332, -0.8450], [1.1806, 0.3400, 0.3270], [0.6431, -1.8319, -3.0969], [2.3254, -1.5159, -3.6258], [1.9956, -2.8521, -2.5165], [2.9140, -0.6322, -1.3768], [-0.1377, -0.7588, -0.9703], [2.1412, 0.2272, 0.6580], [1.0589, 1.3337, 0.1051], [0.5292, 0.1391, 1.0927]], "forces_ev_per_angstrom": [[0.169, 0.030, 0.230], [-0.003, -0.124, -0.168], [0.005, 0.034, 0.021], [-0.140, 0.061, -0.051], [-0.095, -0.032, -0.231], [0.012, -0.021, 0.159], [0.034, -0.003, 0.086], [-0.038, 0.098, 0.025], [0.015, -0.021, -0.012], [0.032, 0.155, 0.475], [-0.213, -0.144, -0.117], [-0.038, 0.089, 0.021], [0.160, 0.174, -0.148], [0.166, -0.131, -0.071], [-0.062, -0.028, -0.084], [-0.067, 0.108, -0.174], [0.133, -0.049, -0.002], [0.001, 0.031, -0.009], [-0.072, -0.097, 0.064], [-0.096, -0.090, -0.050], [0.097, -0.039, 0.033]], "mulliken_charge": [-1.2788, -0.3369, -0.2010, 0.4082, 0.3552, 0.3300, 0.2832, 0.3633, 0.1503, -1.1571, -0.1075, -0.1218, -0.1865, 0.3354, 0.3553, 0.3000, 0.2777, 0.3695, 0.4156, 0.3883, 0.0577], "total_charge": 1, "largest_force_ha_per_bohr": 0.0097, "homo_lumo_gap_ev": 8.908, "total_energy_ev": -17729.9954, "lumo_ev": -3.44}

(7)
{"formula": "C35H32INO2S3", "method": "the ωB97M-V functional and the def2-TZVPD basis", "elements": ["C", "C", "C", "C", "C", "C", "C", "C", "I", "C", "C", "C", "C", "O", "C", "C", "C", "C", "C", "C", "C", "C", "S", "C", "S", "N", "C", "C", "C", "C", "C", "C", "C", "C", "C", "C", "C", "C", "C", "S", "C", "O", "H", "H", "H", "H", "H", "H", "H", "H", "H", "H", "H", "H", "H", "H", "H", "H", "H", "H", "H", "H", "H", "H", "H", "H", "H", "H", "H", "H", "H", "H", "H", "H"], "coordinates": [[2.3467, -1.4542, 2.9551], [3.2851, -2.1151, 1.8938], [3.7757, -0.9939, 0.9533], [4.5196, -1.5677, -0.3072], [5.9928, -1.1265, -0.3988], [3.7135, -1.3282, -1.5735], [3.4224, -2.4386, -2.3637], [2.6855, -2.3478, -3.5189], [2.3189, -4.1477, -4.5793], [2.1932, -1.1322, -3.9370], [2.4493, -0.0217, -3.1757], [3.2026, -0.1067, -2.0086], [3.4102, 1.1789, -1.2139], [4.4670, 1.4928, -0.7039], [2.1665, 2.0525, -1.1442], [1.4341, 2.1332, -2.3280], [0.3118, 2.9194, -2.3523], [-0.0911, 3.5689, -1.2093], [0.5836, 3.4801, -0.0152], [0.1305, 4.1470, 1.2691], [-1.4066, 4.2833, 1.3964], [-2.0170, 3.1914, 2.2968], [-1.4630, 1.5410, 1.7060], [-2.7432, 0.9184, 0.5991], [-3.2063, 1.8568, -0.6402], [-3.2227, -0.3816, 0.9381], [-2.6819, -1.4409, 0.1203], [-2.7662, -2.7244, 0.6447], [-2.2609, -3.8226, -0.0102], [-1.6404, -3.6548, -1.2409], [-1.5503, -2.3898, -1.7682], [-2.0609, -1.2873, -1.1070], [-4.6550, -0.4591, 1.1300], [-5.6212, -0.2144, 0.1684], [-6.9551, -0.3307, 0.4744], [-7.3829, -0.7289, 1.7255], [-6.4213, -1.0068, 2.6807], [-5.0854, -0.8533, 2.3831], [1.7655, 2.7122, 0.0038], [2.7426, 2.5579, 1.4973], [1.9100, 1.3482, -3.5261], [1.8325, 1.7602, -4.6671], [2.8980, -1.1233, 3.8412], [1.4931, -2.0894, 3.2097], [1.9332, -0.5483, 2.4908], [4.1135, -2.6569, 2.3628], [2.6501, -2.8036, 1.3208], [4.3667, -0.2359, 1.4752], [2.8565, -0.5319, 0.5678], [4.5309, -2.6572, -0.1554], [6.1355, -0.1361, -0.8341], [6.5807, -1.8321, -1.0041], [6.4358, -1.1335, 0.6063], [3.7875, -3.4051, -2.0216], [1.6086, -1.0455, -4.8498], [-0.2463, 2.9941, -3.2832], [-0.9937, 4.1716, -1.2821], [0.4764, 3.5973, 2.1500], [0.5923, 5.1411, 1.3506], [-1.9289, 4.3240, 0.4379], [-1.6042, 5.2434, 1.9026], [-1.6461, 3.2631, 3.3244], [-3.1107, 3.2385, 2.2841], [-3.2247, -2.8617, 1.6222], [-2.3372, -4.7924, 0.4751], [-1.2121, -4.5149, -1.7499], [-1.0294, -2.2969, -2.7199], [-1.9372, -0.3041, -1.5494], [-5.3349, 0.0768, -0.8375], [-7.7214, -0.1110, -0.2671], [-8.4307, -0.8372, 1.9909], [-6.6758, -1.3505, 3.6813], [-4.3451, -1.0790, 3.1482], [3.8909, 3.2293, 1.2658]], "forces_ev_per_angstrom": [[0.350, 0.071, -0.553], [-0.757, 1.038, 0.378], [-0.153, -0.872, -0.827], [-0.017, 0.295, 0.666], [0.331, -0.284, -0.134], [0.361, -0.354, -0.158], [0.406, -0.420, 0.578], [-0.104, -0.658, -0.250], [-0.014, 0.569, 0.159], [-0.475, -0.176, -1.105], [0.060, 1.033, 0.413], [0.378, 0.662, 0.844], [-0.003, 0.097, 0.040], [-0.736, -0.239, -0.413], [0.806, -0.836, -0.266], [0.580, -0.345, -0.137], [-0.094, -0.084, -0.899], [-1.041, 0.674, -0.153], [0.892, -0.474, 1.094], [-0.857, 0.268, -0.225], [-0.022, 0.679, 0.956], [0.176, 0.158, -1.441], [-0.340, -1.103, 0.722], [0.296, 1.081, 0.374], [-0.370, -0.076, 0.146], [0.207, 0.408, -1.248], [0.076, -0.404, 0.261], [-0.366, -0.146, 0.819], [-0.005, -0.139, 0.038], [0.012, -0.686, 0.273], [0.514, -0.263, -0.654], [0.104, 0.802, -0.129], [-0.236, -0.184, 0.537], [0.614, 0.219, -0.902], [-1.158, 0.074, -0.243], [0.083, -0.180, 0.612], [-0.216, -0.133, 0.460], [0.686, -0.205, 0.552], [0.701, 0.510, -0.111], [-0.272, -0.089, 0.734], [-0.293, -0.043, -0.399], [-0.167, -0.346, 0.735], [-0.198, -0.210, -0.022], [0.307, 0.006, 0.254], [-0.061, -0.158, 0.227], [-0.148, -0.026, -0.151], [0.432, -0.075, -0.044], [-0.123, -0.115, -0.078], [0.219, 0.255, 0.372], [0.019, 0.209, -0.168], [-0.221, -0.100, 0.188], [-0.212, 0.110, 0.079], [-0.106, 0.032, -0.189], [-0.082, 0.133, -0.147], [0.104, 0.042, 0.145], [0.016, 0.120, 0.202], [0.169, -0.114, 0.126], [0.148, 0.040, -0.335], [-0.032, -0.190, -0.144], [0.125, -0.131, 0.197], [-0.077, -0.171, -0.217], [-0.054, -0.108, -0.202], [0.201, -0.133, 0.103], [0.040, 0.089, -0.168], [0.048, 0.084, -0.216], [-0.069, 0.214, -0.027], [-0.171, 0.320, 0.136], [-0.049, -0.162, 0.040], [0.023, -0.052, 0.178], [0.320, -0.026, -0.062], [0.096, 0.076, -0.277], [-0.162, 0.108, -0.212], [-0.031, 0.128, -0.171], [-0.407, -0.095, -0.562]], "mulliken_charge": [-0.8672, -0.7137, -0.6205, 0.2055, -1.6181, -0.0081, -0.6632, -0.7779, 0.0649, -0.3135, 0.6250, 0.7146, -0.0691, -0.5503, 0.5456, 0.3178, -1.4289, -0.6533, 1.0952, -0.9969, -0.6174, -0.9653, 0.0438, -0.4053, -0.1154, 0.8224, 0.4867, -0.1207, -0.6284, -0.6228, -0.7138, -0.0989, -0.4584, -0.1000, -0.8305, -0.3577, -0.6417, -0.0386, 0.2561, -0.2198, -0.4022, -0.5834, 0.2757, 0.3477, 0.0918, 0.3877, 0.3284, 0.5186, -0.0491, 0.7535, 0.2967, 0.3857, 0.4143, 0.4164, 0.5466, 0.4542, 0.4470, 0.3785, 0.5298, 0.3605, 0.3266, 0.4546, 0.4490, 0.3681, 0.3927, 0.4175, 0.4039, 0.1735, 0.4454, 0.3449, 0.3979, 0.3509, 0.4380, 0.1764], "smiles": "CCC[C@H](C)c1cc(I)cc2c1C(=O)c1c(ccc(CCCSC(=S)N(c3ccccc3)c3ccccc3)c1S)C2=O", "largest_force_ha_per_bohr": 0.0290, "homo_lumo_gap_ev": 7.621, "total_energy_ev": -83004.8493, "lumo_ev": -0.83}